DFT (ωB97M-V with the def2-TZVPD basis set) results for C18H22BrN5O5PdS as an isolated structure.

LUMO level: 0.0116 hartree

Structure (XYZ):
```
53
Properties=species:S:1:pos:R:3:nbo_charge:R:1
H -1.235 -1.988 4.639 0.4038
H -4.145 1.867 0.426 0.5130
H 2.017 4.074 -1.860 0.2209
C 5.535 -0.653 1.781 0.0047
H 1.535 -0.405 -2.108 0.4032
Pd -1.597 -1.234 0.235 0.7550
O -1.238 1.182 0.249 -0.6078
C 4.712 -0.026 0.860 -0.1377
O -3.461 1.167 0.436 -0.6537
H 2.185 1.653 -1.493 0.2174
N -3.707 3.724 -0.093 -0.8569
C 0.362 1.201 -2.537 0.2427
C -1.849 -3.544 1.754 -0.5707
N -1.521 -2.751 4.045 -0.7886
H -3.891 4.666 0.222 0.3799
H -1.458 1.056 -3.664 0.2416
S -1.980 -1.107 -2.160 -0.2303
H 6.575 -0.364 1.878 0.2003
C -2.370 -3.004 0.426 -0.4442
C -0.274 -1.213 -2.214 0.3624
C 3.391 -0.409 0.749 -0.1807
H -2.148 3.619 1.291 0.2301
C 1.247 3.422 -2.251 -0.1950
N 5.095 -1.620 2.581 -0.4055
C -1.776 -2.428 2.764 0.7351
H -2.481 -4.351 2.141 0.2232
H -2.143 -3.673 -0.404 0.1832
C 2.926 -1.422 1.572 -0.1723
O 0.830 -1.407 0.506 -0.8427
H 3.471 -2.771 3.134 0.2158
H -1.079 -3.637 4.221 0.4018
O -1.982 -1.253 2.431 -0.6603
H -1.623 3.481 -4.031 0.2125
C 1.477 -1.885 1.482 0.7796
H 2.705 0.070 0.064 0.2321
O 1.070 -2.667 2.352 -0.7393
C 0.172 3.947 -2.955 -0.2398
Br 5.400 1.353 -0.245 0.0399
C 1.344 2.057 -2.047 -0.2471
C -0.795 3.086 -3.455 -0.1976
H -0.299 -3.158 -1.850 0.4097
N 0.320 -2.425 -2.158 -0.7714
H 1.224 -2.462 -1.704 0.4032
H -0.832 -3.927 1.656 0.2717
C -0.710 1.716 -3.254 -0.2633
C -2.364 3.286 0.273 -0.3485
H -1.557 3.641 -0.369 0.2223
N 0.574 -0.181 -2.326 -0.5897
H -3.830 3.708 -1.099 0.3728
H 0.096 5.013 -3.122 0.2159
C -2.292 1.773 0.309 0.8015
H -3.445 -2.810 0.449 0.1917
C 3.819 -1.986 2.474 0.0558
```

---

DFT (ωB97M-V with the def2-TZVPD basis set) results for a 26-piece molecular cluster, C78H182N26O26 overall.

LUMO level: 0.0088 hartree

Structure (XYZ):
```
312
Properties=species:S:1:pos:R:3:mulliken_charge:R:1
H -2.248 9.694 1.989 0.4374
H 2.874 -0.989 -7.535 0.7940
H -5.468 2.810 2.457 -0.0389
N 0.482 -2.384 -7.795 0.0746
H -0.812 -0.969 1.370 -1.0674
C 0.127 5.082 -5.109 0.9346
H -3.240 -1.305 -0.830 -0.8917
H -3.679 -0.617 3.367 -0.5226
H 5.284 -2.656 -0.745 -0.1994
O -7.208 1.838 1.011 -0.7036
C 0.686 0.227 0.755 0.3778
H 5.854 0.146 -0.246 -0.0237
C 1.948 1.429 -4.258 0.1421
H -4.408 -3.967 6.843 0.4216
C -6.288 -1.113 2.920 0.7449
H 0.190 -2.654 7.535 -0.0230
H 7.942 2.786 -6.738 0.3352
H -7.095 1.056 5.173 0.3971
H -0.753 -6.081 4.928 0.0700
C -3.491 0.810 1.117 0.1795
C -4.587 4.892 -3.213 -0.1288
H 2.405 -8.004 1.105 0.4103
C -4.187 -4.276 5.822 -0.2868
H 6.806 -1.143 -4.561 0.5606
H 6.461 2.188 -7.503 0.2460
H 1.583 8.872 -4.712 0.4395
H 1.917 3.542 5.079 0.5775
H -5.008 -3.972 5.150 0.2803
H 4.545 -7.285 1.999 0.3354
H -0.036 3.728 -1.693 -0.1371
H -6.374 4.142 -2.874 0.3001
H 0.169 4.447 -9.901 0.3656
H -3.508 4.596 5.968 0.3603
C 0.223 -0.188 -0.650 0.1174
C -0.076 -6.160 5.788 -0.9180
H 1.664 1.724 4.858 -0.8258
H 4.132 1.862 -1.679 0.7048
H -3.087 9.123 3.410 0.4051
H 2.806 0.576 6.128 0.2253
H 1.517 -2.527 0.168 -0.6299
H -2.430 -1.618 -5.482 0.2846
H 2.627 -1.114 -5.775 -0.3725
H -0.236 2.872 3.389 -1.0676
C -2.444 -4.619 -4.968 0.4151
H 6.809 -1.983 -0.264 0.4412
C -0.647 3.668 2.773 0.5050
O 4.862 1.375 -5.137 -0.5443
H -0.212 -3.205 2.786 -0.3917
H 1.182 -6.697 0.899 0.0301
C -7.157 2.944 0.478 0.5830
H 3.428 2.966 -4.048 0.4762
H 1.290 6.270 -3.226 0.3264
H 1.968 5.673 -0.859 0.0944
C 0.048 -0.161 3.089 1.2460
O 1.924 -3.490 -6.430 -0.7296
H -0.891 3.284 1.798 -0.0257
H 7.536 3.584 0.525 0.2640
C -2.803 1.430 -0.144 -0.8619
C 1.988 -3.281 -0.527 1.3933
O -5.019 5.958 -3.578 -0.6834
H -3.174 -0.952 -2.520 -0.3642
N -2.426 -0.479 4.995 0.6043
H 0.015 4.530 2.631 0.4042
H 8.291 3.678 2.045 0.3930
H -1.455 8.070 0.462 0.2473
N -1.979 7.330 0.907 0.1379
H -1.341 8.851 3.309 0.2566
H 0.821 4.482 -5.738 -0.0450
H -2.388 1.261 -2.065 -0.2359
C -8.135 3.316 -0.619 -1.2702
H 0.570 7.768 -0.844 0.2551
C 1.396 7.623 -0.158 -1.2129
O -2.548 -3.411 -5.200 -0.7810
C 5.907 0.701 -5.120 -0.2313
C 4.167 -0.221 -1.308 -0.4210
H 1.416 -0.361 -6.862 -0.7313
H -6.242 -0.516 5.344 0.3490
H -7.919 2.704 -1.541 0.1914
H 5.125 -3.821 -4.101 0.3707
H -4.308 2.110 -2.899 -0.2440
O 6.439 1.078 1.452 -0.6222
C -3.810 0.005 -5.549 -0.9471
H 0.343 2.727 5.543 -0.1922
O -3.241 6.739 2.683 -0.6721
H -3.320 -3.791 5.467 -0.2572
H -0.812 -3.328 -9.106 0.4027
H -4.649 2.510 -1.271 -0.0715
H -3.395 -6.562 -5.029 0.4044
O 0.704 7.144 -6.149 -0.6677
C 1.539 -2.442 -6.950 0.5672
H -3.450 -5.585 -6.563 0.2767
H 5.383 -7.394 -1.791 0.3917
H 3.119 -5.366 -2.540 0.2232
C 2.168 -1.111 -6.743 0.3211
H -2.731 4.658 -2.173 -0.4184
H -1.505 -5.792 0.307 0.2825
H -0.387 -4.032 -3.016 -0.7251
N -0.152 -4.342 -0.289 1.9988
H -0.790 -4.172 6.252 -0.0514
N 4.031 -4.983 -2.725 0.0533
C 7.897 2.953 1.302 -1.3283
H -0.119 0.649 -1.219 -0.2672
H 2.787 -3.263 5.779 0.9059
N -1.859 4.247 3.417 0.7580
H -2.862 3.693 -3.735 -0.1450
C -3.368 -1.245 4.188 -0.0669
H -4.253 -1.422 4.793 0.6227
H -2.206 5.175 3.226 -0.1919
H -6.687 0.833 2.725 0.2025
H 0.560 -5.227 -3.790 0.6191
H 0.238 -4.455 -8.082 0.2813
C -2.047 6.024 0.251 -0.4783
C -0.763 0.013 6.655 -0.8115
C -2.548 7.585 2.082 0.7208
C 5.909 -0.570 -4.412 0.6087
N 5.383 -0.579 -0.825 0.6489
O -1.125 -2.193 5.694 -0.1655
N 3.256 -2.160 3.140 0.8006
H 0.318 -0.164 6.499 -0.1979
H 0.038 2.195 -2.431 0.0378
N 0.592 2.516 -9.327 -0.1132
H 5.237 1.297 4.227 0.3747
C 1.976 5.638 1.195 0.5770
C 4.879 2.026 3.469 -0.3504
H -2.586 0.527 5.107 0.1799
H -0.810 -1.765 -3.793 0.3552
H 2.286 8.123 -0.533 0.3599
C -1.480 -0.996 5.760 0.4414
C 4.832 -6.662 -1.203 -0.7768
H 1.074 0.134 3.319 -0.5655
O 2.495 -4.876 2.143 -0.2168
H 3.041 -3.134 2.882 -0.1932
H 6.409 3.083 -5.927 0.2381
H 5.234 -6.662 -0.157 0.1051
H 3.349 4.131 1.926 0.2646
H -4.497 -5.135 -5.348 0.3358
H 0.865 1.514 -4.247 -0.6659
H 0.314 -1.452 -8.137 0.1238
H -1.251 5.374 0.626 -0.2911
H 3.824 -1.826 1.096 -0.6065
C -1.270 -5.203 -0.602 -1.3220
H -0.212 -4.929 2.616 0.5616
C -3.513 -5.555 -5.458 -1.3586
H 1.401 -3.239 4.733 -0.5835
H 0.754 4.356 -8.220 0.3557
O -6.058 -2.101 3.599 -0.6249
C -0.728 -4.095 3.100 0.2394
H 0.961 -6.392 5.540 0.3628
H -0.907 -0.059 7.738 0.5437
O -2.421 2.330 4.515 -0.9120
N -6.304 3.870 0.858 -0.0863
C 6.756 2.169 1.883 0.6736
C 6.012 -1.880 -1.029 -0.4600
H 0.172 -3.574 9.031 0.4880
H 4.283 1.466 0.022 -1.0481
H 0.110 2.175 -6.644 -0.0647
H 5.034 -1.174 -4.739 -0.2622
C -0.197 -4.501 -4.000 0.4609
H 3.052 3.961 0.185 0.0908
H -0.104 -0.283 -3.091 -1.0507
H 2.190 0.497 -3.748 -0.7594
H 4.223 2.758 3.924 0.4342
C -5.042 2.553 -2.273 0.0135
H -2.744 -4.741 3.173 -0.3084
C -0.380 -3.548 -8.132 -0.7746
C 2.156 -2.616 5.202 0.5641
H 3.328 -3.726 -4.248 0.2813
H -2.946 -2.127 3.792 -0.3537
H -4.544 0.995 1.056 0.3448
O 2.363 4.547 -2.518 -1.1285
C 3.841 1.164 -0.939 0.0963
H -4.317 0.290 -4.624 0.2183
N -0.103 -4.889 6.485 0.2921
H 7.795 0.509 -5.885 0.2621
H -1.001 0.982 6.289 -0.0671
C 2.623 4.276 1.143 0.1916
H -2.575 -7.940 4.200 0.3004
H 0.329 -0.747 -4.772 -0.9547
H -0.654 0.598 3.495 -0.5788
H 5.732 -0.339 -3.333 -0.3433
H -5.079 4.590 2.368 0.3832
O 1.616 6.161 2.238 -0.7254
C 0.175 3.839 -8.979 -0.9512
H 1.709 -2.917 8.513 0.1369
C -0.571 1.707 -7.386 -0.2817
C -1.636 0.020 -4.501 -0.0852
O -3.969 -5.888 3.556 -0.7586
C -2.613 3.504 4.316 0.5188
N -2.138 -4.061 2.726 1.1330
H 1.249 2.419 -10.102 0.3049
N 7.006 1.152 -5.760 -0.1866
C 3.977 -1.410 2.089 0.8729
H -3.340 -0.271 1.177 -0.2607
H 2.131 -2.859 -1.523 -0.4290
H -5.309 -1.470 1.211 -0.4196
H 0.092 4.522 -4.208 -0.9733
H -4.544 3.609 5.116 0.2914
N -6.370 0.139 3.387 0.1220
C -4.048 -3.785 1.264 -1.9626
C 2.877 -6.042 1.985 0.2770
C 1.914 3.390 -2.803 -0.5484
H -0.640 -4.287 4.156 -1.2221
C 0.882 -4.653 7.373 0.6759
H -9.160 3.039 -0.360 0.4262
H -6.787 -0.433 0.885 0.1091
H -0.866 3.892 -8.621 0.2549
H 3.538 -0.415 2.156 -1.1494
H 1.128 2.596 -1.001 -0.4569
N -4.102 -5.743 5.778 -0.0625
C 0.200 1.451 -8.656 0.4668
H -6.093 4.563 0.151 0.2780
C -5.227 3.651 1.842 0.1939
H 6.281 -2.124 -2.078 0.0725
H -0.815 5.153 -5.674 0.4598
H 8.690 2.290 0.984 0.3349
C -3.729 4.290 4.973 -1.7259
H -1.988 6.167 -0.818 0.4569
H -3.710 0.895 -6.100 0.2750
H 1.626 8.695 -2.878 0.2827
H -4.462 -0.717 -6.103 0.3044
O 3.210 -0.495 4.677 -0.7680
O -2.384 2.612 -0.158 0.1460
H 2.264 0.964 9.000 0.4282
O -1.692 1.244 -4.254 -0.6950
H -4.406 -3.025 0.538 0.2620
C 1.946 -7.131 1.583 -1.1532
C 2.909 0.521 8.266 -1.0576
H 2.246 1.303 -5.280 0.7988
H -3.800 -6.201 6.622 0.2660
H -4.264 -8.580 4.474 0.3306
H -2.949 5.478 0.524 0.1054
C 1.444 2.611 5.508 0.7725
H -3.251 -8.042 5.828 0.3492
H 3.802 -7.038 -1.122 0.1010
H -1.156 -3.668 -7.349 0.0870
H 2.937 -3.627 -0.132 -0.5348
C 0.772 -3.347 8.157 -0.7119
H 6.114 -5.797 2.586 0.4124
H -4.565 -0.575 -1.508 0.4348
H 2.843 7.975 -3.950 0.2851
H 2.761 -0.563 8.232 0.1658
C 2.914 -1.671 4.357 0.0563
H -8.095 4.401 -0.939 0.2910
H -2.612 5.411 -3.769 0.4594
H 4.392 1.494 2.684 -0.4508
O 1.726 3.011 7.841 -0.7232
H -2.094 -4.637 -1.013 0.1422
H 0.105 -3.798 -4.748 -0.3599
H 1.119 7.996 0.822 0.4565
H 5.264 -4.743 1.526 0.1448
C 5.061 -5.384 -1.918 0.6331
C -6.363 -1.278 1.430 -0.3104
H -3.975 5.190 4.412 0.4049
H 2.735 1.282 -0.932 -0.4535
C 4.189 -3.743 -3.515 -0.0663
C 1.100 -4.510 -0.777 0.0863
N -1.382 -5.203 -4.433 0.1307
H -1.015 -6.013 -1.300 0.4723
C -3.899 -6.434 4.654 0.5075
C 6.962 2.355 -6.514 -0.8022
H 1.571 -2.131 5.979 -0.5708
N -5.442 3.911 -2.647 0.0646
N -2.894 0.705 -1.310 2.0191
C -0.469 -0.742 -3.991 1.7375
O -2.040 -2.465 1.164 0.2273
H 5.045 -1.259 2.210 0.5385
O 0.377 0.327 -9.119 -0.7661
C -2.274 8.912 2.721 -1.4926
N 4.166 -6.353 2.123 -0.0528
C -3.103 4.617 -3.209 0.5069
H -4.811 -3.899 2.039 0.2183
H 4.819 -4.719 3.343 0.1914
N -2.588 -0.643 -5.220 0.5478
H -5.907 1.902 -2.370 0.2979
O 1.821 -5.387 7.551 -0.6778
C -6.262 0.449 4.818 -0.9151
C 1.776 8.259 -3.871 -1.0750
C 1.938 2.290 6.898 0.2914
C -3.501 -0.554 -1.532 0.2719
C 5.150 -5.306 2.468 -0.7433
O 6.128 -4.778 -1.803 -0.6820
C -2.651 -3.403 1.695 1.0765
H 1.819 3.603 1.375 -0.5867
C -3.495 -7.867 4.778 -1.1326
H -0.994 0.770 -7.004 -0.1765
O 1.601 1.025 0.997 0.3422
H -0.210 -1.099 3.593 -0.3177
H -4.000 -4.777 0.805 0.5446
H 4.141 -2.831 -2.923 -0.6447
H -1.420 -6.201 -4.302 0.3132
H -0.577 -0.923 -0.574 0.1899
H 1.501 -7.509 2.505 0.2808
H -0.374 -3.427 0.064 -1.1117
C 0.596 6.502 -5.120 0.1366
H -4.303 3.551 1.279 -0.5191
C 0.680 2.937 -1.962 1.3308
N 2.595 2.557 -3.602 0.8388
H -5.272 0.875 4.933 0.1012
H -6.953 -2.162 1.255 0.5610
O 1.405 -5.507 -1.414 -0.8223
H 3.927 0.810 8.515 0.3715
H -3.107 1.324 1.961 -0.2252
N 2.538 1.089 6.977 0.2585
H -1.431 2.380 -7.577 0.6473
H 6.434 3.561 3.381 0.2426
N 6.042 2.755 2.905 -0.0869
O 3.455 -0.997 -2.013 0.5470
H 1.104 -0.647 -1.152 -0.3119
N -0.124 -0.302 1.694 1.5126
N 1.665 6.177 -0.025 0.2763
H -0.452 -6.964 6.406 0.4032
N 0.961 7.020 -3.878 -0.1071
```

---

DFT (ωB97M-V with the def2-TZVPD basis set) results for C24H21N3O2PRe as an isolated structure.

Multiplicity: 2
⟨S²⟩: 0.88
LUMO level (spin up / spin down): -0.4756 / -0.4426 hartree
Total charge: +3

Structure (XYZ):
```
52
Properties=species:S:1:pos:R:3:nbo_charge:R:1
C 3.646 -2.760 -1.402 -0.1701
H 4.054 -3.673 -0.991 0.2574
Re -0.655 0.377 0.959 1.3401
H 5.737 2.332 1.296 0.2663
H -2.306 1.122 -3.149 0.2656
C -6.455 -3.293 0.864 -0.0575
P 1.449 0.351 -0.139 1.2636
C 3.911 1.430 0.631 -0.0712
H 4.694 3.439 3.245 0.2667
C -1.304 2.963 -2.672 -0.0914
H 3.641 -0.945 -4.276 0.2583
C 2.552 1.280 0.894 -0.4901
H -4.748 -0.560 -0.192 0.2445
H 1.358 3.334 -0.587 0.2564
H 0.082 2.525 2.420 0.4288
H 4.361 0.945 -0.226 0.2424
N -2.092 -1.625 2.411 0.1817
N 0.552 1.627 2.277 -0.8178
H -7.410 -3.786 0.728 0.2609
H -5.724 -4.790 2.230 0.2666
C 2.582 -0.413 -2.499 -0.1963
C -0.686 0.827 -1.770 -0.2386
C -6.191 -2.102 0.180 -0.1894
C -1.521 1.595 -2.574 -0.1634
O -2.393 -0.522 0.503 -0.5065
H 2.289 3.150 3.715 0.2552
C 3.930 -2.393 -2.714 -0.1147
C 2.734 2.671 2.850 -0.2153
H 0.492 1.167 3.191 0.4485
C 2.317 -0.781 -1.175 -0.3801
C -5.505 -3.865 1.716 -0.1850
H 4.569 -3.022 -3.319 0.2592
O -0.986 -0.895 2.357 -0.3878
H -0.770 -0.258 -1.776 0.2648
H -1.937 3.557 -3.320 0.2701
C 0.553 2.856 -1.132 -0.1714
C -4.285 -3.259 1.889 -0.1657
C -4.972 -1.485 0.320 -0.1784
C -4.035 -2.069 1.183 0.1168
C 0.360 1.462 -1.051 -0.4391
N -2.808 -1.412 1.385 0.2489
H -0.114 4.656 -2.065 0.2713
C 3.405 -1.226 -3.259 -0.1851
H -6.953 -1.659 -0.445 0.2616
C -0.272 3.590 -1.960 -0.1538
C 1.985 1.884 2.005 0.1358
C 2.839 -1.955 -0.620 -0.1939
C 4.678 2.212 1.484 -0.1837
H -3.526 -3.696 2.524 0.2599
C 4.092 2.833 2.581 -0.1072
H 2.173 0.494 -2.926 0.2279
H 2.617 -2.237 0.403 0.2341
```